Here is 2 unconnected molecules or ions with the total composition CH6NO from the OMol25 dataset. Energies are from ωB97M-V with the def2-TZVPD basis set.

Properties
* gap between HOMO and LUMO: 0.2712 hartree
* HOMO level: -0.0915 hartree
* energy relative to the best compared isomer or geometry (same formula, charge and spin): 91.77 kJ/mol
* molar mass: 48.07 g mol⁻¹

```
! RIJCOSX wB97M-V def2-TZVPD def2/J DEFGRID3
* xyz -1 1
O 0.064 0.408 1.862
H 0.843 0.154 2.479
C -0.745 -0.215 -0.612
N 0.805 -0.147 -1.006
H -1.024 -0.982 0.105
H -1.153 -0.499 -1.518
H -0.914 0.850 -0.292
H 0.999 0.836 -0.999
H 1.126 -0.404 -0.019
*
```

***

Here is C3H4N2O in the gas phase from the OMol25 dataset. Energies are from ωB97M-V with the def2-TZVPD basis set.

Properties
* gap between HOMO and LUMO: 0.3280 hartree
* HOMO level: -0.3039 hartree
* energy relative to the best compared isomer or geometry (same formula, charge and spin): 78.87 kJ/mol
* molar mass: 84.08 g mol⁻¹
* SMILES: Oc1cnc[nH]1

```
! RIJCOSX wB97M-V def2-TZVPD def2/J DEFGRID3
* xyz 0 1
O -1.723 -1.044 -0.148
C -0.650 -0.231 0.011
C -0.389 1.117 -0.020
N 0.972 1.316 -0.074
C 1.514 0.135 -0.014
N 0.568 -0.852 0.066
H -2.539 -0.534 -0.164
H -1.023 1.975 0.148
H 2.568 -0.030 0.130
H 0.701 -1.851 0.066
*
```

***

Here is a gas-phase ion, C12H14NO (charge -1) from the OMol25 dataset. Energies are from ωB97M-V with the def2-TZVPD basis set.

Properties
* gap between HOMO and LUMO: 0.1897 hartree
* HOMO level: -0.0571 hartree
* molar mass: 188.25 g mol⁻¹
* SMILES: CC1(C)CC=C(c2ccccc2)N1[O-]

```
! RIJCOSX wB97M-V def2-TZVPD def2/J DEFGRID3
* xyz -1 1
C -0.800 0.794 4.079
C -0.963 -0.574 3.781
C -0.432 1.733 3.144
C -0.839 -0.985 2.457
C -0.106 1.279 1.893
C -0.442 -0.043 1.512
C -0.508 -1.618 -0.489
C -0.250 -0.433 0.124
C 0.068 -1.567 -1.891
C 0.448 -0.115 -2.028
C -0.365 0.686 -3.095
C 1.976 0.134 -2.487
N 0.280 0.423 -0.756
O 0.544 1.752 -0.686
H -0.901 1.031 5.116
H -1.064 -1.380 4.498
H -0.374 2.807 3.516
H -1.280 -1.955 2.195
H 0.147 1.845 1.102
H -0.786 -2.519 0.044
H 1.091 -2.147 -1.866
H -0.563 -1.949 -2.675
H -0.232 1.770 -2.643
H -1.366 0.264 -3.092
H 0.183 0.440 -3.968
H 1.961 1.288 -2.572
H 2.065 -0.438 -3.439
H 2.510 -0.523 -1.772
*
```

***

Here is 2 unconnected molecules or ions with the total composition C4H12NOS from the OMol25 dataset. Energies are from ωB97M-V with the def2-TZVPD basis set.

Properties
* gap between HOMO and LUMO: 0.2328 hartree
* HOMO level: -0.0994 hartree
* energy relative to the best compared isomer or geometry (same formula, charge and spin): 51.30 kJ/mol
* molar mass: 122.21 g mol⁻¹

```
! RIJCOSX wB97M-V def2-TZVPD def2/J DEFGRID3
* xyz -1 1
C 1.084 -2.714 2.093
N 0.309 -2.378 0.907
C 0.359 -0.894 0.630
C -0.770 -0.503 -0.312
S -0.970 1.319 -0.358
C 1.714 -0.495 0.059
H 2.153 -2.550 2.050
H 0.730 -2.221 2.986
H 0.921 -3.790 2.238
H 0.854 -2.806 0.168
H 0.093 -0.456 1.590
H -0.567 -0.911 -1.308
H -1.699 -0.972 -0.019
H 2.585 -0.956 0.510
H 1.773 0.580 0.149
H 1.661 -0.712 -1.008
H -0.881 3.379 -1.604
H -0.804 3.732 -3.081
O -0.928 4.144 -2.213
*
```

***

Here is 4 unconnected molecules or ions with the total composition C3H14O3S2 from the OMol25 dataset. Energies are from ωB97M-V with the def2-TZVPD basis set.

Properties
* gap between HOMO and LUMO: 0.3211 hartree
* HOMO level: -0.3077 hartree
* energy relative to the best compared isomer or geometry (same formula, charge and spin): 111.54 kJ/mol
* molar mass: 162.28 g mol⁻¹
* SMILES: CCCSS.O.O.O

```
! RIJCOSX wB97M-V def2-TZVPD def2/J DEFGRID3
* xyz 0 1
C 0.642 -1.294 -0.644
C -0.020 -0.171 -1.471
C -0.293 -2.465 -0.133
S -2.046 -2.342 -0.530
S -2.595 -1.242 1.135
H 1.074 -0.789 0.214
H 1.408 -1.708 -1.294
H 0.378 0.806 -1.184
H 0.155 -0.371 -2.516
H -1.103 -0.060 -1.387
H -0.243 -2.441 0.942
H 0.229 -3.358 -0.475
H -3.412 -0.338 0.572
H 1.342 1.790 1.893
H 1.405 3.086 1.108
O 0.870 2.295 1.215
H -0.770 3.636 -2.018
H -1.359 2.230 -2.207
O -1.582 3.130 -1.948
H 1.167 -0.356 2.708
H 2.693 -0.011 3.367
O 2.060 -0.028 2.652
*
```

***

Here is a gas-phase ion, C4H8NO2 (charge +1) from the OMol25 dataset. Energies are from ωB97M-V with the def2-TZVPD basis set.

Properties
* gap between HOMO and LUMO: 0.3398 hartree
* HOMO level: -0.5205 hartree
* energy relative to the best compared isomer or geometry (same formula, charge and spin): 283.46 kJ/mol
* molar mass: 102.11 g mol⁻¹
* SMILES: [NH2+]=C1C[C@H](O)[C@@H]1O

```
! RIJCOSX wB97M-V def2-TZVPD def2/J DEFGRID3
* xyz 1 1
C 0.629 0.712 0.927
C -0.870 0.375 0.778
C -0.708 -0.699 -0.241
C 0.894 -0.558 -0.183
N -1.450 -1.358 -1.004
O 0.956 2.011 0.361
O 1.463 -0.191 -1.351
H -1.572 0.248 1.576
H -1.405 1.191 0.440
H 1.371 -1.467 0.252
H 1.239 0.552 1.839
H 1.735 2.404 0.698
H -2.477 -1.631 -0.818
H -0.991 -2.137 -1.366
H 1.185 0.547 -1.910
*
```